1.
DFT (ωB97M-V/def2-TZVPD) results for a molecular structure, C23H69CsO12 in a non-equilibrium geometry.

Geometry as ORCA input:
```
! RIJCOSX wB97M-V def2-TZVPD def2/J DEFGRID3
* xyz 0 1
Cs 0.4143 4.9166 -16.4246
C 4.7372 1.1686 -14.9918
O 3.6088 1.6032 -15.6123
H 4.7604 0.1103 -14.7318
H 5.6371 1.4969 -15.5118
H 4.7485 1.6749 -14.0266
C -1.3240 1.0020 -16.1012
C 0.2414 0.7279 -16.0443
O 0.8497 2.0243 -16.1862
H -1.5396 1.5921 -16.9919
H -1.7108 1.6188 -15.2900
H -1.7166 -0.0010 -16.2685
H 0.6146 0.2460 -16.9480
H 0.5366 0.2410 -15.1149
H 1.7881 1.8617 -16.0654
C 5.5340 4.1987 -18.9684
C 4.3034 3.2787 -18.9654
O 3.6893 3.5808 -17.7072
H 6.0510 3.9824 -19.9033
H 6.2113 4.0030 -18.1371
H 5.3395 5.2712 -18.9624
H 4.6423 2.2647 -18.7531
H 3.6152 3.4101 -19.8004
H 3.8926 2.9524 -17.0104
C 8.1837 3.6265 -15.3477
C 9.1102 2.4306 -15.8060
O 10.3667 2.6597 -15.2274
H 8.6898 4.5332 -15.6789
H 7.9950 3.5274 -14.2787
H 7.1738 3.3885 -15.6819
H 9.1835 2.4500 -16.8934
H 8.6605 1.4674 -15.5650
H 10.4565 2.0053 -14.5308
C 2.1618 -3.2297 -15.8952
C 2.8566 -1.8670 -15.5741
O 3.1867 -1.2055 -16.7537
H 1.1037 -3.0575 -16.0924
H 2.3059 -3.7526 -14.9498
H 2.6350 -3.8032 -16.6923
H 3.7145 -2.0178 -14.9190
H 2.2351 -1.1496 -15.0382
H 3.4650 -0.3604 -16.3932
C 5.0382 4.7902 -13.2985
C 3.7004 5.1549 -14.0175
O 2.8589 3.9814 -14.0121
H 5.3981 3.8642 -13.7470
H 4.9860 4.6617 -12.2174
H 5.7839 5.5190 -13.6160
H 3.9270 5.5163 -15.0206
H 3.1132 5.9295 -13.5241
H 3.3445 3.2900 -14.4680
C 3.4718 0.1442 -21.2266
C 2.0950 0.1486 -20.4956
O 2.1292 -1.0828 -19.8324
H 4.4360 0.3944 -20.7842
H 3.3652 0.8911 -22.0133
H 3.6163 -0.7932 -21.7637
H 1.3629 0.1926 -21.3019
H 2.0749 0.9295 -19.7354
H 2.4399 -0.8888 -18.9451
C 8.2607 -0.2714 -18.4731
C 8.1071 0.5326 -19.7246
O 8.6249 -0.2301 -20.6646
H 8.3212 0.4430 -17.6521
H 9.1192 -0.9270 -18.3269
H 7.3991 -0.9186 -18.3094
H 8.8532 1.3262 -19.6835
H 7.1116 0.9567 -19.8560
H 9.2538 -0.9039 -20.3961
C 7.0834 -0.5078 -12.4589
C 7.8768 -1.3643 -11.4985
O 9.2727 -1.4956 -11.8695
H 6.0143 -0.4644 -12.2513
H 7.0710 -0.7671 -13.5175
H 7.3811 0.5320 -12.3235
H 7.4059 -2.3473 -11.4992
H 7.8791 -0.9047 -10.5102
H 9.4566 -2.4037 -11.6182
C 3.6516 -1.5834 -11.4540
C 2.1620 -1.5904 -11.2099
O 1.4889 -2.6722 -10.5632
H 4.1220 -1.8577 -10.5098
H 3.9029 -0.6002 -11.8519
H 3.9096 -2.3763 -12.1560
H 1.7213 -1.4581 -12.1980
H 1.9174 -0.7448 -10.5670
H 0.5513 -2.5669 -10.7404
C 0.4291 2.0205 -10.9883
C 0.9674 3.4566 -11.2480
O 0.4550 3.8276 -12.5046
H 0.7978 1.8186 -9.9826
H 0.8008 1.2630 -11.6784
H -0.6491 2.0705 -10.8366
H 2.0212 3.4591 -11.5267
H 0.6766 4.2058 -10.5115
H 1.2151 3.7502 -13.0858
C 7.9795 -3.0884 -15.4664
C 6.4977 -3.4849 -15.4631
O 6.3218 -4.7724 -16.0918
H 7.9968 -2.0316 -15.2000
H 8.5169 -3.1167 -16.4143
H 8.5638 -3.6632 -14.7479
H 5.9510 -2.7133 -16.0052
H 6.0278 -3.5102 -14.4800
H 6.6455 -4.6813 -16.9910
*
```

These are the Mulliken partial charges, in e, on atoms 1 to 6: Cs 1.062; C -0.106; O -0.423; H -0.303; H 0.051; H 0.053


2.
DFT (ωB97M-V/def2-TZVPD) results for 11 unconnected molecules or ions with the total composition C23H72N18O11 in a non-equilibrium geometry.

Its SMILES is COC[C@H](C)N.COC[C@H](C)N.COC[C@H](C)N.COC[C@H](C)N.NC(N)=O.NC(N)=O.NC(N)=O.NC(N)=O.NC(N)=O.NC(N)=O.NC(N)=O. The value obtained for the energy relative to the best compared isomer or geometry (same formula, charge and spin) is 145.8 kcal/mol.

Geometry as ORCA input:
```
! RIJCOSX wB97M-V def2-TZVPD def2/J DEFGRID3
* xyz 0 1
C 1.1697 6.1836 5.1712
O 1.2779 4.9608 4.4603
C 0.3686 3.8414 4.7631
C 0.6673 2.5055 4.0630
C 0.6199 2.6547 2.5522
N -0.2494 1.3841 4.3823
H 2.0415 6.2942 5.8161
H 0.2890 6.3484 5.7918
H 1.1932 7.0035 4.4534
H 0.3327 3.7560 5.8491
H -0.6207 4.1956 4.4734
H 1.6508 2.1955 4.4162
H -0.3691 2.9257 2.1825
H 0.7852 1.6714 2.1119
H 1.4694 3.2014 2.1429
H 0.0012 0.9618 5.2649
H -1.2441 1.4977 4.2490
C 1.9697 2.2070 -3.3659
O 1.3708 3.1898 -2.4873
C 0.1650 2.8870 -1.7502
C -1.0353 2.7033 -2.6528
C -1.3629 3.9361 -3.5527
N -2.1667 2.2679 -1.9477
H 1.2718 1.5458 -3.8794
H 2.5436 1.4938 -2.7742
H 2.6317 2.6932 -4.0825
H 0.2512 2.0159 -1.1007
H 0.0154 3.7423 -1.0914
H -0.7850 1.9447 -3.3944
H -2.3046 3.7609 -4.0728
H -0.6015 4.2178 -4.2801
H -1.7390 4.8029 -3.0093
H -2.9567 2.1167 -2.5585
H -1.9385 1.3190 -1.6876
C 4.3012 0.6171 2.4622
O 4.3911 1.3625 1.2337
C 4.7620 2.7949 1.1986
C 4.8336 3.2018 -0.2785
C 5.7348 2.2021 -1.1079
N 5.4179 4.4869 -0.3439
H 3.4402 0.8000 3.1051
H 5.1930 0.8487 3.0445
H 4.3357 -0.4222 2.1355
H 3.9847 3.2883 1.7820
H 5.7833 2.9509 1.5460
H 3.8156 3.2420 -0.6658
H 5.2314 1.2519 -1.2860
H 6.6753 2.2038 -0.5569
H 6.0001 2.5574 -2.1037
H 5.2897 4.9287 -1.2431
H 5.0750 5.1416 0.3444
C 1.8767 -0.7148 -0.2491
O 0.5037 -0.6138 -0.5438
C -0.2683 -1.5331 0.2072
C -1.7769 -1.1690 0.0038
C -2.1245 0.0896 0.8683
N -2.7864 -2.1838 0.3444
H 2.1428 -1.6722 0.1987
H 1.9464 0.0145 0.5581
H 2.4584 -0.3914 -1.1122
H -0.0869 -2.5229 -0.2118
H 0.0174 -1.3957 1.2501
H -2.0029 -0.9704 -1.0438
H -1.7368 0.0943 1.8870
H -3.1924 0.2462 1.0205
H -1.6239 0.9334 0.3935
H -3.1179 -2.6137 -0.5073
H -2.2430 -3.0079 0.5582
N 1.5356 -1.2815 3.8530
C 0.7560 -2.1420 4.3211
N -0.4960 -1.6967 4.3898
O 1.1808 -3.1781 4.7168
H 2.5073 -1.5064 4.0125
H 1.1872 -0.3531 3.6613
H -1.2007 -2.3175 4.7614
H -0.6859 -0.7991 3.9675
N 4.5906 -3.5058 -2.4457
C 3.9006 -2.6697 -3.1684
N 3.9886 -1.4940 -2.5203
O 3.3786 -2.8860 -4.2616
H 5.0249 -3.1278 -1.6159
H 4.9358 -4.3619 -2.8556
H 3.7015 -0.5933 -2.8757
H 4.4814 -1.4376 -1.6405
N -5.2931 -1.3014 -1.9489
C -5.8044 -0.2509 -2.4842
N -5.8264 0.7615 -1.6767
O -6.3782 -0.2492 -3.5301
H -5.3284 -2.2166 -2.3747
H -4.9227 -1.3099 -1.0093
H -6.4504 1.5393 -1.8368
H -5.4303 0.6227 -0.7580
N 0.6952 -5.2657 1.8808
C -0.2091 -5.5290 0.9913
N -1.3453 -6.0429 1.4080
O -0.0576 -5.2442 -0.1239
H 1.6208 -4.9376 1.6444
H 0.3946 -5.4567 2.8259
H -1.9937 -6.4127 0.7277
H -1.2537 -6.4494 2.3280
N -3.2363 -3.5572 -3.9773
C -2.9033 -3.8980 -2.7650
N -1.6371 -4.0297 -2.6708
O -3.7285 -4.1938 -1.8588
H -4.1941 -3.6109 -4.2935
H -2.6122 -3.3171 -4.7342
H -1.2486 -4.3901 -1.8109
H -1.1442 -3.8058 -3.5235
N -7.0127 -1.1943 2.2951
C -5.7902 -1.1615 1.8458
N -5.0562 -2.0013 2.5181
O -5.3937 -0.4585 0.8978
H -7.2409 -1.8851 2.9956
H -7.7001 -0.6722 1.7707
H -5.5045 -2.6824 3.1141
H -4.1316 -2.1797 2.1529
N 0.6384 -0.6383 -5.4389
C -0.4507 -0.7947 -4.7984
N -0.1743 -1.5756 -3.8304
O -1.5114 -0.3053 -5.0627
H 1.4575 -1.2224 -5.3495
H 0.6164 0.0941 -6.1340
H 0.6037 -2.1987 -3.9932
H -0.8111 -1.6997 -3.0563
*
```

These are the Mulliken partial charges, in e, on atoms 1 to 6: C -0.810; O -0.311; C -0.888; C 0.260; C -0.816; N -0.462


3.
DFT (ωB97M-V/def2-TZVPD) results for 13 unconnected molecules or ions with the total composition C23H72N6O13 in a non-equilibrium geometry.

The value obtained for the energy relative to the best compared isomer or geometry (same formula, charge and spin) is 206.9 kcal/mol.

Geometry as ORCA input:
```
! RIJCOSX wB97M-V def2-TZVPD def2/J DEFGRID3
* xyz 0 1
C -1.0116 -1.5455 -2.8592
O -0.4016 -0.3805 -3.2622
H -1.5836 -1.3995 -2.0192
H -0.4006 -2.4385 -2.7702
H -1.8366 -1.8605 -3.5702
H 0.3794 -0.1585 -2.7122
C 0.3194 -2.1085 3.2228
O 0.2314 -2.6455 4.5298
H 0.5514 -2.9025 2.5588
H 1.0394 -1.3225 3.2218
H -0.6366 -1.6665 2.8558
H -0.3346 -3.3925 4.4878
C 2.2024 0.9605 2.4338
O 0.7934 0.9005 2.6598
H 2.7754 0.4255 3.1758
H 2.5274 2.0295 2.6108
H 2.4244 0.5675 1.4008
H 0.1894 1.0085 1.9148
C -1.3206 2.7835 -2.3152
O 0.1134 3.0165 -2.3802
H -1.7436 3.2935 -1.5552
H -1.4886 1.7625 -2.2762
H -1.7446 2.9665 -3.2972
H 0.2724 3.9055 -2.7322
C -1.1626 -4.3845 -0.3452
O -0.4856 -3.2625 0.2068
H -0.8756 -5.2615 0.0688
H -0.9436 -4.5125 -1.4402
H -2.2006 -4.4125 -0.2022
H 0.4574 -3.6435 0.2508
C -3.0046 1.3355 2.0168
O -3.4356 0.0145 2.0078
N -2.8426 1.8995 0.8148
N -2.6266 1.9555 3.0148
H -3.2856 1.3525 0.0018
H -2.9866 2.9305 0.6948
H -2.6596 1.4525 3.9578
H -2.3996 2.9055 3.0168
C -4.7886 -2.1875 -1.2942
O -5.0496 -1.8735 -2.6252
N -3.8786 -1.6235 -0.5602
N -5.3946 -3.1995 -0.6242
H -3.4606 -0.7285 -0.9042
H -3.6446 -1.7965 0.4468
H -5.8696 -3.9785 -1.1382
H -5.1616 -3.3865 0.4068
C -0.2336 0.2025 -0.1182
O 0.8374 -0.1505 -0.9382
N -1.2466 -0.5195 0.3188
N -0.2596 1.4515 0.2148
H -1.1676 -1.5855 0.1638
H -1.8356 -0.1925 0.9748
H 0.4224 2.0305 -0.2232
H -1.0476 1.8275 0.6658
C 3.6134 2.2095 -0.7262
C 4.4714 3.2045 -1.5542
C 3.5994 4.4035 -2.1592
O 5.3764 3.7585 -0.9332
H 3.9514 1.2475 -0.4922
H 2.6674 2.0485 -1.2482
H 3.3484 2.5695 0.2628
H 4.8124 2.6545 -2.4452
H 2.8324 3.9645 -2.8092
H 4.0604 5.1345 -2.8602
H 3.0464 4.9535 -1.3512
H 6.2634 3.3785 -1.0602
C 2.6584 0.8675 -3.7042
C 3.2164 -0.4875 -3.2652
C 4.3804 -0.8415 -4.1262
O 3.5914 -0.5185 -2.0972
H 1.6974 1.2525 -3.2662
H 2.5474 0.8975 -4.8052
H 3.4284 1.6155 -3.5262
H 2.5084 -1.2745 -3.4392
H 4.8364 -1.7245 -3.7152
H 5.1974 -0.0905 -4.1892
H 3.9774 -1.0515 -5.1712
H 2.8064 -0.6565 -1.5932
C 0.3194 6.4555 2.3638
C -0.0346 5.7675 1.0558
C -0.2136 4.2465 1.1648
O -1.0726 6.1715 0.5018
H -0.5786 6.3065 2.9078
H 0.3084 7.5895 2.3818
H 1.1444 5.9515 2.9238
H 0.7754 5.8115 0.3918
H 0.7884 3.7595 1.2818
H -0.6536 3.8425 0.2488
H -0.9526 3.9785 1.9298
H -0.9726 7.1705 0.3278
C -2.9496 -2.9505 2.5968
C -4.2496 -3.7145 2.6568
C -5.4646 -2.8315 2.7538
O -4.5626 -4.4315 1.6298
H -2.8806 -2.6945 1.4778
H -2.1536 -3.6505 2.8548
H -2.8386 -2.0985 3.2248
H -4.0996 -4.3805 3.5368
H -5.6506 -2.0795 1.9918
H -5.3136 -2.2425 3.6708
H -6.3206 -3.4195 2.9318
H -5.1266 -5.1795 1.8848
C 2.6004 -3.5345 -1.4292
C 2.8454 -3.6145 0.1528
C 2.8964 -2.2985 0.9058
O 2.0234 -4.3405 0.7708
H 2.9174 -4.4915 -1.7852
H 3.1514 -2.7695 -1.8912
H 1.5524 -3.3135 -1.5962
H 3.8644 -4.1245 0.2828
H 1.9594 -1.7845 0.6148
H 3.6934 -1.6345 0.5478
H 2.8244 -2.1965 1.9878
H 2.4514 -5.2495 0.8708
*
```

These are the Mulliken partial charges, in e, on atoms 1 to 6: C 0.126; O -0.621; H -0.408; H 0.169; H 0.364; H -0.287


4.
DFT (ωB97M-V/def2-TZVPD) results for 13 unconnected molecules or ions with the total composition C23H72O13 in a non-equilibrium geometry.

Geometry as ORCA input:
```
! RIJCOSX wB97M-V def2-TZVPD def2/J DEFGRID3
* xyz -1 2
C -3.5658 -0.4029 1.3810
C -4.0844 -0.1381 -0.0616
C -5.5447 -0.5258 -0.1445
O -3.8758 1.2547 -0.3368
H -3.7282 -1.4487 1.6420
H -4.0872 0.2361 2.0936
H -2.4916 -0.2315 1.4498
H -3.4314 -0.7291 -0.7038
H -6.1730 0.0974 0.4918
H -5.7501 -1.5319 0.2210
H -5.9276 -0.4786 -1.1639
H -2.9777 1.4737 -0.0775
C 2.8716 -4.8174 4.1783
C 1.7246 -4.0012 3.5485
C 2.0782 -2.4877 3.4748
O 1.5373 -4.4833 2.2279
H 2.8143 -4.9409 5.2598
H 3.8377 -4.3148 4.1330
H 2.8486 -5.8278 3.7700
H 0.7617 -4.1996 4.0192
H 3.0279 -2.2971 2.9751
H 2.2611 -2.2059 4.5117
H 1.2682 -1.8913 3.0549
H 0.7273 -4.0662 1.9252
C -3.3800 2.5321 -4.5346
C -3.0096 1.0955 -4.0538
C -1.6910 0.9909 -3.2300
O -4.1120 0.7152 -3.2141
H -3.3668 3.1831 -3.6605
H -4.3931 2.3945 -4.9126
H -2.7044 2.9140 -5.3000
H -3.0479 0.4155 -4.9047
H -1.6858 1.5267 -2.2808
H -0.8267 1.4006 -3.7527
H -1.3270 -0.0180 -3.0357
H -3.9652 0.8501 -2.2750
C 3.3713 4.0218 1.6269
C 3.0167 4.8993 0.4044
C 2.6322 4.0689 -0.8017
O 1.8498 5.6133 0.5796
H 4.3216 3.5206 1.4434
H 2.6010 3.2584 1.7369
H 3.5550 4.6832 2.4736
H 3.8553 5.5557 0.1721
H 2.4287 4.7360 -1.6394
H 1.7338 3.4994 -0.5639
H 3.2883 3.2609 -1.1256
H 1.8898 5.9795 1.4661
C -1.2194 4.1661 -0.3710
C -1.1641 3.1621 0.7490
C -2.2563 3.3874 1.7817
O -1.3390 1.8370 0.2485
H -1.2724 5.2083 -0.0561
H -2.0893 4.0454 -1.0167
H -0.3765 4.1930 -1.0615
H -0.1788 3.2881 1.1977
H -3.2292 3.2578 1.3075
H -2.1908 4.4244 2.1111
H -2.1724 2.6423 2.5727
H -0.4899 1.3930 0.1890
C 3.7680 0.5581 2.1110
O 4.1682 -0.5623 1.3357
H 4.5816 1.2796 2.0370
H 2.8976 1.1075 1.7523
H 3.6198 0.1295 3.1022
H 4.1495 -0.3924 0.3910
C -2.4396 -2.8712 -2.9131
O -3.7322 -3.5127 -2.7624
H -1.6817 -3.6487 -3.0090
H -2.2954 -2.3103 -3.8365
H -2.2069 -2.2729 -2.0322
H -4.3894 -2.9173 -3.1300
C 0.4123 1.1740 3.4748
O 1.3563 0.9316 4.5197
H -0.1000 0.2780 3.1242
H -0.3302 1.9191 3.7605
H 0.9014 1.5384 2.5714
H 0.9571 0.5517 5.3058
C 4.2859 -0.9332 -1.9511
O 3.4948 0.0860 -1.3601
H 4.7910 -1.5275 -1.1897
H 3.6878 -1.6150 -2.5557
H 5.0529 -0.4718 -2.5731
H 2.9970 0.5073 -2.0646
C 1.9054 0.7167 -3.8774
O 2.0132 1.7238 -2.8155
H 1.5738 -0.2424 -3.4795
H 1.3177 0.9468 -4.7661
H 2.8899 0.4697 -4.2746
H 1.8404 2.5804 -3.2129
C 0.3233 -0.8384 -0.1399
O 0.9797 0.3979 0.2451
H 0.9604 -1.5680 -0.6399
H -0.0312 -1.3382 0.7615
H -0.5838 -0.7616 -0.7394
H 1.7445 0.5334 -0.3192
C -1.8453 -3.6767 2.6743
O -1.0796 -3.8250 1.4597
H -2.8760 -3.4815 2.3782
H -1.8912 -4.6586 3.1453
H -1.3519 -2.8746 3.2233
H -1.6608 -4.0667 0.7348
C 0.5505 -5.0120 -1.5545
O 1.4349 -5.1537 -2.5957
H -0.3915 -5.4362 -1.9019
H 0.7801 -5.6413 -0.6946
H 0.3763 -3.9703 -1.2851
H 1.8987 -5.9940 -2.5726
*
```

These are the Mulliken partial charges, in e, on atoms 1 to 6: C -1.118; C 1.893; C -1.684; O -0.778; H 0.209; H 0.365


Number 1: E -1840.46438 hartree. Number 2: E -2732.79694 hartree. Number 3: E -2225.79914 hartree. Number 4: E -1897.40875 hartree.